Molecular formula: C52H84O12
Method: DFT, the ωB97M-V functional and the def2-TZVPD basis

Each line ends with the Mulliken charge.
Element x y z (Å)
O  -7.417  -5.253  4.311  -0.567
O  -1.996  0.667  -4.590  -0.506
O  3.201  -0.002  -7.216  -0.566
O  4.565  -0.727  2.718  -0.649
O  4.737  6.886  -4.133  -0.586
O  0.584  4.121  -1.683  -0.508
O  -2.349  2.183  0.870  -0.559
O  -1.439  -3.300  -1.456  -0.587
O  -0.121  -0.325  6.051  -0.553
O  3.545  0.398  -2.588  -0.587
O  -2.449  7.169  -3.729  -0.487
O  -3.197  -5.155  3.503  -0.465
C  -2.084  2.395  2.035  0.840
C  -1.683  4.819  -1.803  -1.141
C  4.350  -1.712  0.470  0.399
C  3.068  2.531  -0.607  -0.501
C  -0.846  -2.828  -2.402  0.668
C  2.935  3.587  0.429  -0.251
C  4.699  -3.109  0.723  0.814
C  3.510  1.161  -0.325  0.561
C  -0.816  1.873  2.659  -0.681
C  3.664  0.081  -1.416  0.386
C  4.011  -1.354  -0.943  -0.610
C  3.995  -2.397  -1.982  -0.693
C  -0.571  3.810  -1.901  0.717
C  4.692  -0.970  -5.640  -0.795
C  3.933  -4.335  2.947  -0.875
C  -0.072  0.575  -5.986  -1.003
C  -3.787  -6.628  5.271  -1.139
C  4.153  6.352  -1.896  -0.594
C  -8.179  -4.456  3.805  0.864
C  0.480  -3.386  -2.853  -0.729
C  -3.012  3.192  2.916  -1.312
C  -4.910  -6.707  2.959  -1.044
C  3.840  0.823  1.070  0.670
C  2.508  -3.647  2.866  0.622
C  5.094  -3.603  2.163  -1.330
C  4.700  -4.155  -0.334  -0.271
C  -3.256  8.020  -3.421  0.832
C  -0.013  -4.345  2.818  -0.423
C  3.882  6.492  -3.367  0.694
C  -3.897  -6.074  3.874  0.861
C  -1.575  -1.666  3.249  -0.543
C  4.307  -0.602  1.537  0.805
C  5.219  1.212  -6.898  -1.189
C  1.894  0.902  6.324  -0.928
C  -1.401  1.131  -5.542  0.991
C  1.461  -4.753  2.371  -0.800
C  0.947  -0.234  6.616  0.906
C  -1.963  2.288  -6.328  -1.383
C  -1.403  -1.664  -3.175  -0.564
C  -7.867  -2.982  3.781  -1.124
C  4.267  0.073  -6.640  0.837
C  4.322  -3.807  -1.705  -0.863
C  -9.474  -4.900  3.176  -1.125
C  -3.562  8.324  -1.976  -0.979
C  -0.949  2.407  -2.283  -0.226
C  3.275  3.236  1.814  -0.963
C  2.508  6.118  -3.847  -0.779
C  -1.135  -2.142  1.812  -0.276
C  -3.993  8.816  -4.467  -1.159
C  1.383  -1.253  7.638  -1.230
C  -0.884  -3.695  1.674  -0.147
C  3.728  1.863  2.108  -0.532
H  -3.020  -6.078  5.818  0.282
H  -4.880  -6.209  1.988  0.247
H  4.966  -5.206  -0.046  0.375
H  1.250  -2.615  -2.783  -0.107
H  -3.315  9.364  -1.755  0.346
H  -5.910  -6.594  3.380  0.240
H  -1.278  3.138  -6.280  0.304
H  -1.997  -1.899  1.118  0.291
H  1.756  6.753  -3.375  0.297
H  3.714  -2.149  -3.037  0.248
H  5.390  1.769  -5.975  0.302
H  -4.675  -7.764  2.817  0.387
H  1.452  1.556  5.571  0.127
H  -1.413  2.408  -3.267  -0.145
H  4.839  -0.507  -4.662  0.124
H  -0.646  -1.615  3.880  0.061
H  -3.503  -7.682  5.232  0.356
H  3.912  -1.728  -5.555  0.189
H  -3.882  3.504  2.337  0.339
H  -0.256  -1.560  1.421  0.123
H  -1.268  5.788  -1.522  0.228
H  2.841  2.792  -1.665  0.406
H  6.164  0.827  -7.285  0.348
H  1.461  -4.882  1.257  0.030
H  4.304  -4.621  -2.466  0.393
H  3.982  1.657  3.179  0.335
H  -1.564  -1.954  -4.214  0.371
H  0.211  -0.252  -5.334  0.146
H  -2.399  4.508  -1.039  0.362
H  -0.207  2.707  3.017  0.458
H  1.537  -0.768  8.604  0.392
H  0.760  -4.220  -2.207  0.310
H  -1.886  -4.195  1.682  0.252
H  5.610  -2.802  2.762  0.347
H  -3.675  8.493  -5.458  0.294
H  -4.739  -6.514  5.792  0.302
H  2.438  -2.787  2.151  -0.336
H  -6.906  -2.808  4.267  0.280
H  3.820  -5.366  2.500  0.363
H  4.189  -4.454  4.041  0.348
H  -2.500  4.083  3.286  0.351
H  2.312  5.069  -3.617  0.087
H  -3.349  2.578  3.753  0.343
H  4.027  5.310  -1.596  -0.120
H  2.838  0.510  5.938  0.266
H  2.071  1.482  7.232  0.392
H  5.177  6.657  -1.681  0.352
H  -1.634  1.989  -1.542  0.278
H  5.614  -1.452  -5.972  0.449
H  3.472  6.993  -1.332  0.318
H  -1.055  1.201  3.485  0.102
H  2.304  -1.739  7.310  0.306
H  3.208  4.021  2.607  0.355
H  -5.068  8.650  -4.372  0.332
H  1.740  -5.730  2.870  0.504
H  5.895  -4.387  1.989  0.483
H  -2.121  1.991  -7.366  0.458
H  2.180  -3.254  3.871  0.276
H  -0.147  0.202  -7.009  0.453
H  -2.180  4.920  -2.768  0.353
H  -3.765  9.878  -4.354  0.342
H  -0.052  1.786  -2.319  0.029
H  -4.618  8.136  -1.772  0.319
H  4.785  1.885  -7.638  0.316
H  2.588  4.614  0.181  0.490
H  0.606  -2.010  7.747  0.308
H  -0.718  -0.818  -3.123  -0.130
H  -2.257  -2.406  3.755  0.127
H  -8.638  -2.430  4.321  0.358
H  0.696  1.348  -5.924  0.298
H  0.402  -3.749  -3.880  0.453
H  2.457  6.255  -4.928  0.346
H  -10.316  -4.432  3.690  0.340
H  -0.246  1.320  1.911  0.134
H  -7.806  -2.632  2.749  0.331
H  0.097  -3.712  3.740  0.214
H  -2.033  -0.641  3.255  0.137
H  -9.567  -5.983  3.266  0.297
H  -2.920  2.586  -5.898  0.307
H  -0.551  -5.281  3.144  0.195
H  -2.961  7.677  -1.336  0.189
H  -2.358  -1.366  -2.744  0.306
H  -9.484  -4.634  2.118  0.327
H  -0.463  -3.857  0.639  -0.031

Computed properties:
E = -2934.571184 a.u.
HOMO-LUMO gap = 7.88 eV
total charge = 0



Molecular formula: C24H23NO2
Method: DFT, the ωB97M-V functional and the def2-TZVPD basis

Each line ends with the natural charge from an NBO analysis.
Element x y z (Å)
O  2.786  -0.381  1.525  -0.507
O  -1.395  3.135  2.283  -0.525
N  -5.629  4.696  1.789  -0.367
C  -0.272  1.177  2.691  -0.225
C  -1.278  6.734  1.541  -0.160
C  -0.413  2.303  1.834  0.274
C  -5.697  7.926  3.618  -0.211
C  -0.392  7.803  1.642  -0.228
C  3.801  -0.386  0.466  -0.253
C  0.513  2.432  0.754  -0.235
C  0.231  5.380  2.851  -0.210
C  0.797  0.350  2.557  -0.252
C  -6.228  6.854  2.862  -0.289
C  -0.930  5.461  2.066  -0.060
C  -5.367  5.792  2.589  0.215
C  -6.895  4.442  1.123  -0.405
C  1.180  6.397  2.861  -0.217
C  -3.516  6.811  3.713  -0.189
C  1.609  1.580  0.623  -0.317
C  -4.453  2.862  0.613  -0.665
C  -3.386  4.586  2.191  -0.141
C  -3.955  5.726  2.919  -0.089
C  -1.928  4.329  1.747  0.091
C  -4.474  3.984  1.544  0.235
C  -4.351  7.886  4.024  -0.249
C  1.765  0.501  1.530  0.289
C  0.848  7.626  2.247  -0.223
H  0.968  -0.493  3.216  0.222
H  -7.281  6.884  2.575  0.214
H  4.398  0.528  0.512  0.182
H  4.462  -1.235  0.667  0.202
H  -7.225  3.422  1.334  0.206
H  -7.660  5.118  1.480  0.219
H  -2.468  6.894  3.999  0.221
H  -4.758  3.093  -0.420  0.224
H  -5.081  2.068  1.021  0.231
H  -1.924  4.296  0.621  0.188
H  -3.999  8.737  4.605  0.214
H  0.431  3.243  0.015  0.213
H  -6.361  8.742  3.945  0.213
H  -3.417  2.520  0.576  0.241
H  2.342  1.752  -0.173  0.218
H  -0.626  8.776  1.183  0.214
H  -6.834  4.546  0.032  0.201
H  -1.043  1.003  3.468  0.229
H  2.165  6.163  3.308  0.220
H  3.339  -0.540  -0.511  0.184
H  -2.251  6.941  1.071  0.216
H  1.618  8.401  2.245  0.212
H  0.432  4.464  3.460  0.228

Computed properties:
E = -1133.526070 a.u.
HOMO-LUMO gap = 8.19 eV
total charge = 0
ΔE to the lowest compared entry with this formula, charge and spin = 57.1 kcal/mol



Molecular formula: C14H37N7O16PS
Method: DFT, the ωB97M-V functional and the def2-TZVPD basis

Each line ends with the Mulliken charge.
Element x y z (Å)
S  -2.234  1.144  -1.856  1.357
P  2.426  3.364  -2.210  0.117
O  -3.185  -2.824  -2.923  -0.523
O  1.240  1.244  2.911  -0.489
O  -7.992  -6.265  -2.314  -0.527
O  4.610  3.800  -0.494  -0.523
O  -3.640  1.154  -1.579  -0.646
O  -4.546  3.078  3.699  -0.561
O  0.807  -2.082  1.212  -0.472
O  1.258  -3.609  -0.238  -0.533
O  -4.323  -1.573  -4.238  -0.494
O  -2.567  2.607  2.978  -0.569
O  6.399  -1.131  2.818  -0.561
O  -6.265  -5.735  -3.478  -0.531
O  -1.707  2.257  -2.600  -0.647
O  1.944  0.070  4.569  -0.537
O  -1.836  -0.133  -2.684  -0.366
O  6.008  -2.933  3.921  -0.510
N  0.492  -2.907  0.377  0.886
N  -3.858  -2.641  -3.929  0.845
N  -7.096  -5.519  -2.616  0.908
N  -3.770  2.764  2.837  0.921
N  1.112  0.749  4.016  0.916
N  5.555  1.701  -0.229  -0.005
N  6.064  -1.733  3.822  0.878
C  4.870  0.711  0.616  -1.019
C  0.988  3.630  -1.150  -0.820
C  3.515  2.049  -1.662  -0.726
C  -4.269  2.582  1.449  -0.504
C  -0.773  2.314  0.160  -0.797
C  -0.163  1.007  4.743  -0.623
C  0.725  2.486  -0.153  -0.606
C  5.699  -0.913  5.009  -0.659
C  -1.321  0.967  -0.335  -1.065
C  -7.015  -4.237  -1.860  -0.528
C  -0.954  -3.040  0.054  -0.722
C  -4.116  -3.802  -4.820  -0.780
C  6.336  1.033  -1.282  -1.023
C  4.619  2.617  -0.762  0.472
H  1.092  1.541  -0.541  0.113
H  -3.424  2.255  0.864  -0.069
H  6.699  1.772  -1.993  0.360
H  -1.067  -2.803  -1.000  0.252
H  -4.660  3.532  1.097  0.307
H  7.170  0.518  -0.821  0.338
H  -0.940  2.358  1.232  0.174
H  4.866  -0.280  4.721  0.222
H  1.992  3.036  -3.492  0.155
H  -6.168  -3.670  -2.225  0.102
H  -5.191  -3.936  -4.877  0.299
H  -3.706  -3.553  -5.794  0.320
H  -5.049  1.827  1.447  0.293
H  1.144  4.575  -0.633  0.564
H  0.127  3.760  -1.805  0.501
H  1.241  2.711  0.777  0.425
H  5.428  -1.584  5.814  0.288
H  -1.253  -4.063  0.258  0.343
H  -1.352  3.106  -0.308  0.875
H  -0.629  0.046  4.941  0.312
H  5.742  0.289  -1.828  0.378
H  -2.025  0.561  0.389  0.556
H  -3.638  -4.674  -4.394  0.307
H  2.965  1.301  -1.098  0.372
H  0.084  1.509  5.673  0.301
H  -7.949  -3.708  -2.022  0.292
H  4.184  1.211  1.299  0.398
H  -6.899  -4.491  -0.811  0.287
H  -1.508  -2.346  0.675  0.259
H  -0.547  0.215  -0.466  0.519
H  6.566  -0.311  5.264  0.298
H  5.591  0.175  1.224  0.377
H  4.314  -0.034  0.034  0.340
H  3.120  4.560  -2.351  0.188
H  -0.785  1.623  4.109  0.151
H  3.938  1.552  -2.535  0.582
H  -2.513  -0.833  -2.601  0.285

Computed properties:
E = -2881.473997 a.u.
HOMO-LUMO gap = 9.75 eV
total charge = +1
ΔE to the lowest compared entry with this formula, charge and spin = 0.0 kcal/mol



Molecular formula: CH7N6
Method: DFT, the ωB97M-V functional and the def2-TZVPD basis

Each line ends with the natural charge from an NBO analysis.
Element x y z (Å)
N  2.177  0.516  -2.281  -0.261
N  -1.517  -0.330  1.840  -0.445
N  0.707  -0.402  1.536  -0.420
N  -0.657  -0.303  -0.741  -0.763
N  1.016  0.281  -2.376  -0.072
N  -0.398  0.170  1.589  0.201
C  -0.149  0.394  -1.759  0.207
H  0.871  -1.377  1.923  0.397
H  2.842  0.891  -1.604  0.350
H  -0.694  1.014  -2.492  0.204
H  -2.251  0.311  1.604  0.425
H  1.531  0.129  1.308  0.425
H  -1.749  -1.218  2.227  0.405
H  -1.730  -0.077  -0.774  0.347

Computed properties:
E = -370.369944 a.u.
HOMO-LUMO gap (spin up / spin down) = 7.36 / 7.36 eV
total charge = +1
ΔE to the lowest compared entry with this formula, charge and spin = 141.2 kcal/mol